DFT (ωB97M-V/def2-TZVPD) results for one molecule with the formula C7H6F6S in a non-equilibrium geometry.

For the max |F|, the calculation gives 5.870 eV/A. The calculated total energy is -1267.67897 Eh. As for the HOMO energy: -0.35045 Eh. The SMILES is CC1=CC(C(F)(F)F)(C(F)(F)F)SC1.

```
! RIJCOSX wB97M-V def2-TZVPD def2/J DEFGRID3
* xyz 0 1
C 2.835 -0.236 0.416
C 1.454 -0.027 -0.091
C 0.458 -0.413 0.643
C -1.136 -0.032 -0.121
C -1.809 1.299 0.076
F -1.301 2.331 -0.628
F -3.120 1.383 -0.237
F -1.737 1.658 1.393
C -2.082 -1.171 0.374
F -2.788 -0.843 1.449
F -2.923 -1.655 -0.492
F -1.263 -2.218 0.860
S -0.583 -0.100 -1.885
C 1.099 0.372 -1.470
H 2.830 0.050 1.387
H 3.660 0.262 -0.082
H 2.987 -1.293 0.529
H 0.374 -0.728 1.605
H 1.216 1.470 -1.578
H 1.828 -0.110 -2.148
*
```

Here are the natural (NBO) charges for atoms 1 to 2, given in e: number 1, C, carries -0.64; number 2, C, carries 0.00